one) {"formula": "C11H17N3", "method": "the ωB97M-V functional and the def2-TZVPD basis", "elements": ["C", "C", "C", "C", "C", "C", "C", "C", "C", "C", "C", "N", "N", "N", "H", "H", "H", "H", "H", "H", "H", "H", "H", "H", "H", "H", "H", "H", "H", "H", "H"], "xyz": [[-1.20113, 0.68389, -2.61891], [1.45447, -1.45288, -0.56395], [-0.05224, -1.79981, -0.76555], [0.97142, 0.75372, -1.46734], [-0.47154, 1.48961, 0.91641], [1.39906, -0.00026, -0.16245], [-0.50443, 0.75018, -1.26487], [-0.78287, -0.54938, -0.27018], [0.15705, 0.10592, 0.74683], [-2.24674, -0.83114, 0.04639], [0.53088, -0.59832, 2.05236], [-1.54529, 0.55317, -3.68716], [-0.88508, 1.88845, -0.41925], [-0.43138, 3.18667, -0.77508], [2.08181, -2.14143, -0.01241], [1.97830, -1.43407, -1.57299], [-0.25725, -1.85906, -1.86906], [-0.30817, -2.73883, -0.36566], [1.38680, 1.72682, -1.42441], [1.33099, 0.15428, -2.34580], [-1.51428, 1.39170, 1.53340], [0.11093, 2.28255, 1.45509], [2.28778, 0.32933, 0.43801], [-2.98156, -0.02127, 0.08828], [-2.29999, -1.36666, 0.94231], [-2.56892, -1.62171, -0.71321], [0.64261, -1.72303, 1.71529], [-0.53868, -0.62917, 2.57818], [1.35184, -0.16441, 2.54012], [-1.07843, 3.50338, -1.46919], [0.48334, 3.29664, -1.30041]], "smiles": "C[C@@]12CC[C@H]3C[C@]1(C#N)N(N)C[C@]32C", "homo_lumo_gap_ev": 9.786, "e_lumo_ev": 0.7612, "molar_mass_g_mol": 191.28}

***

two) {"formula": "C11H17N3", "method": "the ωB97M-V functional and the def2-TZVPD basis", "elements": ["C", "C", "C", "C", "C", "C", "C", "C", "C", "C", "C", "N", "N", "N", "H", "H", "H", "H", "H", "H", "H", "H", "H", "H", "H", "H", "H", "H", "H", "H", "H"], "xyz": [[-2.97241, 1.38294, 0.10514], [1.30623, -0.24640, 1.10052], [2.25792, 0.90672, -0.86582], [0.67937, 1.13145, 1.42313], [1.37864, 2.19125, -0.57609], [-0.91356, -1.43535, -0.66781], [-1.90938, 0.45502, 0.19809], [1.46887, -0.32404, -0.41499], [0.08491, -0.23004, -1.04622], [-0.69606, 1.06360, -0.51565], [-3.23998, -1.64499, 0.10096], [-3.97659, 1.90716, 0.14406], [0.20915, 1.83836, 0.28290], [-2.13320, -0.78988, -0.54429], [2.25852, -0.24072, 1.58010], [0.93273, -1.11625, 1.45416], [2.56243, 0.82966, -1.96620], [3.12267, 0.88576, -0.20203], [-0.09867, 1.14399, 2.19606], [1.34892, 1.72782, 1.89660], [1.93585, 3.03996, -0.19591], [0.95212, 2.42118, -1.54538], [-0.90593, -2.09996, -1.45660], [-0.50900, -1.88877, 0.36692], [-1.72092, 0.16187, 1.23214], [1.94298, -1.31963, -0.57946], [0.14332, -0.21548, -2.23312], [-1.06573, 1.64009, -1.32017], [-3.51224, -1.18383, 1.14244], [-4.05231, -1.65652, -0.63411], [-2.99948, -2.64602, 0.23785]], "smiles": "CN1C[C@@H]2C3CCN(CC3)[C@@H]2[C@H]1C#N", "homo_lumo_gap_ev": 9.371, "e_lumo_ev": 0.8044, "molar_mass_g_mol": 191.28}

***

We find two) to be the most stable, with the next structure 0.0110 hartree higher.

***

one) {"formula": "C6H10S2", "method": "the ωB97M-V functional and the def2-TZVPD basis", "elements": ["C", "C", "C", "C", "C", "C", "S", "S", "H", "H", "H", "H", "H", "H", "H", "H", "H", "H"], "xyz": [[-0.09336, -0.63445, 0.01452], [0.80236, 0.25131, -0.02449], [-2.09228, 0.09342, -0.09575], [-0.36970, -2.05791, 0.11907], [2.23744, -0.12318, 0.16446], [0.63052, 1.71482, -0.36927], [-3.17922, -0.98083, -0.69148], [-2.42194, 1.64978, 0.53253], [0.43735, -2.76567, -0.17981], [-1.37548, -2.31416, -0.39565], [-0.35619, -2.30752, 1.24096], [2.76576, 0.40488, -0.65179], [2.50471, 0.44690, 1.18742], [2.27104, -1.21034, 0.27532], [0.84289, 2.24772, 0.67195], [-0.34564, 1.85393, -0.76563], [1.42062, 1.96511, -1.16615], [-3.67888, 1.76620, 0.13380]], "homo_lumo_gap_ev": 8.253, "e_lumo_ev": 0.0553, "molar_mass_g_mol": 146.28}

***

two) {"formula": "C6H10S2", "method": "the ωB97M-V functional and the def2-TZVPD basis", "elements": ["C", "C", "C", "C", "C", "C", "H", "H", "H", "H", "H", "H", "H", "H", "H", "H", "S", "S"], "xyz": [[-1.40963, 1.33810, 0.29614], [-0.68437, -0.01306, 0.04540], [0.24728, 0.23188, -1.24089], [1.53803, 0.32880, -0.47996], [1.44385, -0.92447, 0.34830], [0.28117, -0.52491, 1.20014], [-2.01169, 1.64051, -0.60884], [-0.70453, 2.18390, 0.51314], [-2.15334, 1.12400, 1.10588], [-1.12789, -2.25668, -0.64627], [0.29911, -0.68992, -1.84700], [-0.02813, 1.12202, -1.85705], [1.50962, 1.18339, 0.11952], [1.25508, -1.87619, -0.15576], [-0.15277, -1.36992, 1.71736], [0.47279, 0.23968, 1.93509], [-1.94225, -1.25033, -0.30860], [3.16766, -0.48679, -0.13659]], "smiles": "CC1(S)C[C@@H]2S[C@H]2C1", "homo_lumo_gap_ev": 9.663, "e_lumo_ev": 0.7463, "molar_mass_g_mol": 146.28}

***

We find two) to be the most stable, with the next structure 0.0396 hartree higher.